Record 1
{
  "formula": "C3H8N3",
  "method": "ωB97M-V with the def2-TZVPD basis set",
  "symbols": ["C", "C", "C", "N", "N", "N", "H", "H", "H", "H", "H", "H", "H", "H"],
  "positions_angstrom": [[1.05242, 0.29353, 0.13034], [1.47793, -1.97357, -0.77552], [-2.51589, 1.51197, 0.61228], [1.24774, -0.80727, -1.13275], [0.18419, 1.21946, -0.26478], [-1.20465, 1.07825, 0.41174], [0.82546, -0.29817, 0.98318], [2.09075, 0.56569, 0.30325], [1.35518, -2.91104, -1.28521], [1.55121, -1.96556, 0.30005], [-3.03117, 0.98396, 1.44784], [-2.89035, 2.38826, 0.19078], [0.91816, -0.50577, -2.04528], [-1.06099, 0.42026, 1.12407]],
  "e_above_lowest_kj_mol": 612.1,
  "lumo_energy_ev": [-4.4, -4.4],
  "homo_lumo_gap_ev": [8.535, 8.532],
  "total_energy_ha": -282.930631,
  "fmax_ev_per_a": 6.0,
  "homo_ev": [-12.96, -12.96],
  "total_charge": 1
}

---

Record 2
{
  "formula": "C4H12N2S",
  "method": "ωB97M-V with the def2-TZVPD basis set",
  "symbols": ["C", "N", "C", "C", "S", "C", "N", "H", "H", "H", "H", "H", "H", "H", "H", "H", "H", "H", "H"],
  "positions_angstrom": [[2.16983, 0.72775, -0.51446], [1.21995, 0.94535, 0.60231], [-0.09446, 0.33133, 0.42869], [-0.98663, 1.26465, -0.37624], [-2.80776, 0.93936, -0.34908], [-0.05089, -1.12995, -0.07879], [-1.28084, -1.93683, 0.15379], [2.12728, -0.28502, -0.92858], [2.02913, 1.45306, -1.32692], [3.16817, 0.99256, -0.19941], [1.65800, 0.60469, 1.44857], [-0.53030, 0.21794, 1.47949], [-0.98159, 2.24288, 0.11586], [-0.71718, 1.19602, -1.44239], [-2.95143, -0.11077, 0.45795], [0.73575, -1.72219, 0.38399], [0.18205, -1.16876, -1.15468], [-1.04647, -2.90126, 0.35186], [-1.84262, -1.66082, 0.94803]],
  "e_above_lowest_kj_mol": 100.8,
  "lumo_energy_ev": 0.9,
  "homo_lumo_gap_ev": 9.521,
  "total_energy_ha": -667.256493,
  "fmax_ev_per_a": 2.2,
  "homo_ev": -8.62,
  "smiles": "CN[C@H](CN)CS",
  "total_charge": 0
}

---

Record 3
{
  "formula": "C14H30GaN5O3S",
  "method": "ωB97M-V with the def2-TZVPD basis set",
  "symbols": ["Ga", "N", "N", "C", "O", "O", "H", "H", "H", "C", "C", "C", "C", "C", "H", "H", "H", "H", "H", "H", "H", "H", "H", "H", "C", "N", "C", "C", "N", "C", "S", "H", "H", "H", "H", "H", "H", "H", "H", "C", "N", "C", "C", "C", "O", "H", "H", "H", "H", "H", "H", "H", "H", "H"],
  "positions_angstrom": [[0.71313, -0.68684, 0.09215], [0.12604, -0.98511, 2.72951], [-0.98745, -1.81948, 2.63796], [-1.36644, -2.31517, 1.39426], [-2.22711, -3.17936, 1.32716], [-0.79572, -1.76595, 0.36112], [0.95652, -1.48054, 3.03045], [-0.05798, -0.21528, 3.35607], [-1.24662, -2.39986, 3.41870], [3.80352, 0.83494, 1.46020], [3.61487, 0.09010, 0.12698], [3.29424, 1.09588, -0.97898], [4.96305, -0.58041, -0.20783], [2.57647, -1.03588, 0.15122], [4.49434, 1.68462, 1.36329], [4.20796, 0.15859, 2.21995], [2.84786, 1.20243, 1.83319], [4.10523, 1.81966, -1.11508], [2.37925, 1.65628, -0.74298], [3.12644, 0.57712, -1.92580], [5.77822, 0.15472, -0.22147], [4.91477, -1.06689, -1.18388], [5.20467, -1.34300, 0.53799], [2.68869, -1.59483, 1.09911], [-0.78297, -3.80325, -2.47777], [-1.71869, -2.69012, -2.43041], [-3.07125, -2.92986, -1.91688], [-3.58660, -1.51344, -1.62122], [-2.41351, -0.68250, -1.89378], [-1.35191, -1.42077, -2.24980], [0.24716, -0.82577, -2.40794], [-1.08525, -4.51081, -3.24962], [-0.77139, -4.29989, -1.50574], [0.20834, -3.42393, -2.70193], [-2.99790, -3.53508, -1.01404], [-3.68037, -3.44636, -2.65714], [-3.91352, -1.41591, -0.58677], [-4.40950, -1.23673, -2.27744], [-2.21976, 0.16936, -1.38695], [-3.15659, 2.56376, -0.01557], [-1.88602, 3.05629, 0.50266], [-1.78522, 4.46615, 0.87319], [-0.81669, 2.24017, 0.54831], [0.44716, 2.78213, 1.15888], [-0.86689, 1.07952, 0.11066], [-3.96820, 3.06924, 0.50368], [-3.23645, 1.49833, 0.17411], [-3.25505, 2.74333, -1.08847], [-2.77478, 4.90736, 0.80053], [-1.12118, 5.01777, 0.20703], [-1.43350, 4.58965, 1.89693], [0.77106, 3.69549, 0.65623], [1.22407, 2.03190, 1.07054], [0.29144, 3.01824, 2.21542]],
  "e_above_lowest_kj_mol": 22.3,
  "lumo_energy_ev": 0.2,
  "homo_lumo_gap_ev": 5.849,
  "total_energy_ha": -3373.913213,
  "fmax_ev_per_a": 0.9,
  "homo_ev": -5.64,
  "total_charge": 0
}